19
Properties=species:S:1:pos:R:3:forces:R:3 method="wB97M-V/def2-TZVPD" fmax_ha_per_bohr=0.0765 multiplicity=1 e_homo_ev="-10.01 / -9.33"
C 1.818497 -2.771966 0.961095 -0.2 0.2 -0.4
C -0.204073 0.192728 1.745454 -1.6 0.4 1.3
C -1.426232 0.532396 1.296683 0.3 0.9 1.9
C 1.290029 -1.578631 0.925413 -0.7 3.2 0.5
C 0.994994 -0.296213 1.060809 0.0 -0.4 -0.9
C -0.777485 0.189645 -0.959398 -1.5 -0.7 -0.4
C -1.742273 0.335877 -0.078254 -0.6 0.0 0.1
C 1.779874 0.934275 0.552407 -0.9 -2.4 -3.0
N 2.265029 -3.833682 0.939612 0.8 -2.0 0.1
O -1.932004 -0.997231 -3.016382 0.3 0.8 0.4
O -1.729679 1.511579 -2.776578 -0.4 0.1 -0.9
S -1.245508 0.187985 -2.595070 1.1 -0.4 -1.4
Cl -3.476843 0.367002 -0.442968 0.9 -0.1 0.0
Cl 0.617740 0.104161 -3.504198 -0.4 0.0 0.3
H -0.004933 0.442030 2.778707 0.1 0.1 0.3
H -2.161165 1.144660 1.922873 1.2 -1.3 -0.8
H 2.779357 0.776252 0.762341 2.2 -0.2 0.4
H 1.694544 0.959723 -0.614810 0.0 0.3 2.2
H 1.460130 1.799410 1.042262 -0.7 1.4 0.4

***

33
Properties=species:S:1:pos:R:3:forces:R:3 method="wB97M-V/def2-TZVPD" s_squared=3.773 e_above_lowest_ev=0.3706 fmax_ha_per_bohr=0.0686 multiplicity=4 e_homo_ev="-0.31 / -0.59" charge=-2
Co -0.856176 0.012285 1.718361 -0.1 0.5 0.6
F -0.734676 0.792185 -1.697039 0.1 0.1 0.5
C -1.099876 2.064185 -1.621639 0.0 -0.1 -0.3
F -2.382876 2.135385 -2.011039 -0.1 0.1 0.5
F -0.399476 2.736285 -2.554239 0.1 0.2 0.2
S -0.808376 2.876785 0.075461 -0.8 0.6 -2.2
O -1.392776 1.998385 1.037561 0.0 -0.4 0.5
O -1.437876 4.151085 -0.114739 0.2 -0.1 0.2
N 0.750124 3.047885 0.063561 -0.1 -0.3 0.7
S 1.717724 1.993985 0.726661 2.1 0.5 -1.6
O 2.721224 2.624185 1.535061 -0.4 0.0 0.2
O 1.153424 0.751085 1.143961 -0.2 -0.2 0.2
C 2.783324 1.559585 -0.821939 0.0 -0.1 0.0
F 2.095324 1.159885 -1.894539 -0.3 0.0 0.4
F 3.655124 0.585285 -0.520239 -0.2 0.0 0.3
F 3.523724 2.610185 -1.221439 -0.2 0.2 0.3
O -2.455376 2.382985 4.175061 -0.1 0.8 -0.4
Cl -1.838576 1.100285 4.117961 -1.5 0.6 3.1
O -1.852776 0.543385 5.441561 0.2 -0.4 0.3
O -2.576876 0.241485 3.248461 -0.3 -0.8 -1.4
O -0.488676 1.205085 3.677561 1.6 -0.1 -1.3
N -0.835276 -1.467515 0.843861 -0.4 -0.4 0.2
C -0.435176 -2.210615 -0.146539 0.1 -0.4 -0.3
C -1.291276 -3.189815 -0.740039 -0.1 0.1 0.0
C -0.862676 -3.999215 -1.758939 0.0 -0.2 -0.1
C 0.428124 -3.892215 -2.267439 0.2 -0.3 -0.4
C 1.286524 -2.934215 -1.724939 0.1 -0.2 -0.2
C 0.885624 -2.123715 -0.695839 -0.1 0.1 0.1
H -2.299376 -3.262015 -0.358439 -0.1 0.0 0.1
H -1.541776 -4.738415 -2.175939 0.0 0.0 0.0
H 0.755124 -4.535615 -3.076439 0.0 0.0 0.0
H 2.288324 -2.836215 -2.137339 0.0 0.0 0.1
H 1.546224 -1.382315 -0.266339 0.1 0.0 0.0

***

17
Properties=species:S:1:pos:R:3:forces:R:3 method="wB97M-V/def2-TZVPD" e_above_lowest_ev=1.1571 fmax_ha_per_bohr=0.1084 multiplicity=1 e_homo_ev=-8.68
C -0.149173 -1.372626 0.297348 0.6 0.3 1.2
C 0.997051 -0.980005 1.044443 1.3 -0.7 -0.6
C -0.843853 -0.377279 -0.408363 -0.8 -0.7 0.4
C 1.444344 0.335218 1.055735 -1.8 0.2 0.3
C -0.423095 0.997545 -0.406063 2.1 -4.3 2.9
C 0.722774 1.289778 0.365165 -0.4 0.2 -0.7
C -0.889331 1.944370 -1.264032 1.1 2.5 -0.5
C 1.225590 2.719454 0.351999 0.1 -1.1 0.4
N -1.462420 2.023960 -2.289592 -2.2 2.6 -3.3
N 0.447616 3.374933 -0.443214 -3.2 -0.1 -2.3
O 2.192106 3.046882 0.991839 1.2 0.6 1.0
Cl 0.420397 5.041461 -0.625654 0.3 0.0 0.0
H -0.517415 -2.433683 0.454657 0.4 1.5 -0.8
H 1.749132 -1.692989 1.479824 -1.5 0.3 -0.1
H -1.787537 -0.755685 -0.849731 0.7 0.9 -0.2
H 2.135466 0.744419 1.767110 0.9 -0.3 -0.2
H -1.803748 2.754490 -3.030933 1.3 -1.9 2.4

***

41
Properties=species:S:1:pos:R:3:forces:R:3 method="wB97M-V/def2-TZVPD" e_above_lowest_ev=3.7275 fmax_ha_per_bohr=0.0414 multiplicity=1 e_homo_ev="-18.77 / -18.78" charge=+3
Pd -0.112844 -0.422522 -0.020816 0.7 1.3 -0.2
F -4.008665 1.654553 2.696548 0.1 0.0 0.0
C -2.917981 2.104994 2.142966 -0.3 0.2 -0.1
F -2.194259 2.811449 2.965810 0.0 -0.1 0.0
F -3.164756 2.751099 1.026387 0.0 -0.1 0.0
S -1.851520 0.624164 1.649894 0.3 0.1 0.2
O -0.546490 1.218411 1.186163 0.0 -0.2 0.1
O -2.313729 -0.165025 0.475874 0.1 0.0 -0.2
N -1.771311 -0.220863 2.935701 0.0 -0.1 0.0
S -1.104456 -1.660225 2.729223 -0.6 0.1 0.1
O 0.116005 -1.520913 1.894254 0.2 -0.1 -0.5
O -2.051500 -2.652506 2.296379 0.1 0.0 0.1
C -0.499930 -2.107316 4.462766 0.2 0.0 0.2
F 0.309524 -3.126586 4.308253 -0.1 0.0 0.0
F -1.557226 -2.421882 5.161025 0.0 0.1 -0.1
F 0.121034 -1.064341 4.950105 0.0 0.0 -0.1
N 3.958949 -0.560222 -0.010501 -0.2 -0.2 0.1
C 2.773328 -1.052944 0.315613 0.3 -0.2 0.1
N 1.856018 -0.227430 -0.177394 -0.4 -0.3 0.3
C 2.563566 0.751962 -0.817907 0.3 0.8 -0.6
N 3.847795 0.570354 -0.723472 -0.3 -0.1 0.0
C 1.941741 1.832526 -1.583758 0.1 -1.1 1.0
C 2.741172 2.782133 -2.261038 -1.5 0.4 -0.2
N 2.039460 3.630387 -2.941376 1.2 1.4 -1.0
C 0.761515 3.752499 -3.109213 1.0 -0.9 0.7
C 0.019016 2.769196 -2.408112 -1.1 -0.9 0.4
N 0.624524 1.859290 -1.676379 0.5 0.4 -0.3
H 4.877332 -0.934175 0.206142 0.0 0.0 0.0
H 2.591941 -1.956147 0.877108 0.0 0.0 0.0
H 3.829226 2.795813 -2.247965 0.0 -0.2 0.1
H 0.324219 4.543401 -3.713287 -0.1 0.0 0.1
H -1.062892 2.783332 -2.476485 -0.1 0.0 0.1
O -4.628089 -3.386940 1.121463 0.0 0.0 0.1
N -3.676192 -3.231523 0.687285 -0.1 -0.1 -0.2
F -1.699057 -2.953217 -2.712712 0.0 0.0 0.0
Te -0.247193 -1.841734 -2.867064 -0.2 0.0 -0.3
F -0.718387 -1.479854 -4.584654 0.0 0.0 0.0
F 1.150313 -0.621968 -3.060936 0.0 -0.1 0.1
F 0.851107 -3.213059 -3.336836 0.0 0.0 0.1
F -1.311072 -0.372296 -2.324879 0.0 0.0 -0.1
O 0.139779 -2.041895 -1.034179 0.0 0.0 0.1

***

19
Properties=species:S:1:pos:R:3:forces:R:3 method="wB97M-V/def2-TZVPD" e_above_lowest_ev=0.0000 smiles="N#C[C@]1(C(F)F)N=CCC=C1C(=O)[O-]" fmax_ha_per_bohr=0.0744 multiplicity=1 e_homo_ev=-5.07 charge=-1
N 0.147673 -3.931929 -1.793638 -0.5 -2.4 -1.5
C 0.343481 -3.045679 -1.127434 -0.2 1.3 1.2
C 0.583190 -1.834498 -0.403180 0.5 2.9 -1.5
C 2.059116 -1.743262 -0.195196 3.7 1.0 -0.3
F 2.579940 -2.631687 0.706155 -0.6 -0.1 0.6
F 2.463983 -0.454792 0.279991 -1.0 -1.3 0.0
N -0.085191 -1.726280 0.875571 0.3 -1.5 -0.2
C -0.326670 -0.595466 1.330704 0.3 2.4 0.3
C -0.339798 0.719754 0.550419 0.7 -1.9 -1.6
C -0.250643 0.434941 -0.943555 -0.4 1.4 -1.7
C 0.333485 -0.590545 -1.530931 -0.8 -2.3 2.7
C 0.872098 -0.772304 -2.969132 0.9 0.6 1.3
O 2.062203 -1.151217 -2.903066 0.1 -0.4 -0.6
O 0.189532 -0.381259 -3.898371 -0.8 0.1 -0.8
H 2.685070 -1.865244 -1.105278 -1.2 0.1 0.3
H -0.632632 -0.478808 2.384812 -0.1 -0.4 -0.4
H 0.446085 1.451186 0.652536 0.6 0.0 1.0
H -1.241252 1.163558 0.861739 -1.3 0.9 0.1
H -0.506923 1.225129 -1.700156 0.1 -0.3 1.1

***

20
Properties=species:S:1:pos:R:3:forces:R:3 method="wB97M-V/def2-TZVPD" e_above_lowest_ev=3.3067 fmax_ha_per_bohr=0.0962 multiplicity=1 e_homo_ev="-7.89 / -7.90"
C -2.263951 0.199417 -1.414258 1.8 -4.4 1.2
C -1.592895 1.326606 -1.534583 0.3 4.0 -1.4
C -1.451328 -0.921764 -1.018645 -0.9 0.0 -0.5
C -0.208222 1.506532 -1.388867 0.5 2.3 0.5
C -0.096370 -0.827443 -0.987330 0.4 -0.6 2.4
C 0.528688 0.403542 -1.092922 0.5 0.1 -1.7
C 1.949196 0.354157 -0.993955 1.4 0.3 4.0
C 2.112456 0.755882 1.460051 -1.6 -0.3 -3.5
N 0.154907 -3.040658 2.592446 0.8 -0.9 0.0
N -0.635023 -2.311247 2.863396 0.8 -0.4 -0.7
O 3.033922 0.105169 -1.301884 -0.8 0.2 -1.0
O -1.448731 -1.511587 3.054642 -1.6 1.4 0.7
F 2.291052 2.128639 1.491477 0.6 -1.3 1.0
F 1.006459 0.494710 2.222033 0.8 0.2 0.0
F 3.132624 0.005122 1.915219 -0.1 1.2 0.5
H -3.288499 0.027467 -1.550448 -1.3 0.3 -0.2
H -2.180529 2.176271 -1.888063 0.3 0.2 0.4
H -1.819236 -1.893246 -0.715377 -0.6 0.1 -0.2
H 0.295344 2.545866 -1.343727 -1.1 -1.8 -0.5
H 0.480135 -1.523432 -0.369206 -0.2 -0.6 -0.9

***

Repeat the fourth record exactly.
41
Properties=species:S:1:pos:R:3:forces:R:3 method="wB97M-V/def2-TZVPD" e_above_lowest_ev=3.7275 fmax_ha_per_bohr=0.0414 multiplicity=1 e_homo_ev="-18.77 / -18.78" charge=+3
Pd -0.112844 -0.422522 -0.020816 0.7 1.3 -0.2
F -4.008665 1.654553 2.696548 0.1 0.0 0.0
C -2.917981 2.104994 2.142966 -0.3 0.2 -0.1
F -2.194259 2.811449 2.965810 0.0 -0.1 0.0
F -3.164756 2.751099 1.026387 0.0 -0.1 0.0
S -1.851520 0.624164 1.649894 0.3 0.1 0.2
O -0.546490 1.218411 1.186163 0.0 -0.2 0.1
O -2.313729 -0.165025 0.475874 0.1 0.0 -0.2
N -1.771311 -0.220863 2.935701 0.0 -0.1 0.0
S -1.104456 -1.660225 2.729223 -0.6 0.1 0.1
O 0.116005 -1.520913 1.894254 0.2 -0.1 -0.5
O -2.051500 -2.652506 2.296379 0.1 0.0 0.1
C -0.499930 -2.107316 4.462766 0.2 0.0 0.2
F 0.309524 -3.126586 4.308253 -0.1 0.0 0.0
F -1.557226 -2.421882 5.161025 0.0 0.1 -0.1
F 0.121034 -1.064341 4.950105 0.0 0.0 -0.1
N 3.958949 -0.560222 -0.010501 -0.2 -0.2 0.1
C 2.773328 -1.052944 0.315613 0.3 -0.2 0.1
N 1.856018 -0.227430 -0.177394 -0.4 -0.3 0.3
C 2.563566 0.751962 -0.817907 0.3 0.8 -0.6
N 3.847795 0.570354 -0.723472 -0.3 -0.1 0.0
C 1.941741 1.832526 -1.583758 0.1 -1.1 1.0
C 2.741172 2.782133 -2.261038 -1.5 0.4 -0.2
N 2.039460 3.630387 -2.941376 1.2 1.4 -1.0
C 0.761515 3.752499 -3.109213 1.0 -0.9 0.7
C 0.019016 2.769196 -2.408112 -1.1 -0.9 0.4
N 0.624524 1.859290 -1.676379 0.5 0.4 -0.3
H 4.877332 -0.934175 0.206142 0.0 0.0 0.0
H 2.591941 -1.956147 0.877108 0.0 0.0 0.0
H 3.829226 2.795813 -2.247965 0.0 -0.2 0.1
H 0.324219 4.543401 -3.713287 -0.1 0.0 0.1
H -1.062892 2.783332 -2.476485 -0.1 0.0 0.1
O -4.628089 -3.386940 1.121463 0.0 0.0 0.1
N -3.676192 -3.231523 0.687285 -0.1 -0.1 -0.2
F -1.699057 -2.953217 -2.712712 0.0 0.0 0.0
Te -0.247193 -1.841734 -2.867064 -0.2 0.0 -0.3
F -0.718387 -1.479854 -4.584654 0.0 0.0 0.0
F 1.150313 -0.621968 -3.060936 0.0 -0.1 0.1
F 0.851107 -3.213059 -3.336836 0.0 0.0 0.1
F -1.311072 -0.372296 -2.324879 0.0 0.0 -0.1
O 0.139779 -2.041895 -1.034179 0.0 0.0 0.1